Record 1
Computed, not measured: a cluster of 4 separate species, C58H53NO8 in total in a non-equilibrium geometry, with ωB97M-V/def2-TZVPD.

Structure (XYZ):
```
120
Properties=species:S:1:pos:R:3:lowdin_charge:R:1
C -5.27 2.23 -6.94 -0.1456
C -5.63 1.54 -5.55 -0.2765
C -5.15 2.32 -4.25 -0.2163
C -3.53 2.41 -4.13 -0.2111
C -2.88 1.15 -3.40 -0.2044
C -2.79 1.23 -1.81 -0.2075
C -3.22 2.62 -1.15 -0.2154
C -2.66 2.68 0.38 -0.2098
C -3.13 4.09 1.00 -0.2106
C -2.32 4.50 2.33 -0.1546
C -3.02 5.85 2.88 -0.2439
C -2.49 6.47 4.25 -0.1334
O -1.47 7.48 3.93 -0.0404
C -1.39 7.62 2.50 -0.3457
O -0.47 8.07 1.81 0.0977
C -2.78 7.07 1.88 -0.1636
C -3.82 8.30 1.85 -0.1120
C -5.27 7.92 2.39 -0.2251
N -6.20 7.55 1.54 0.0668
H -5.91 1.85 -7.82 0.0754
H -5.29 3.37 -6.93 0.0754
H -4.19 1.92 -7.21 0.0658
H -6.79 1.50 -5.50 0.1030
H -5.31 0.43 -5.55 0.1099
H -5.65 3.35 -4.25 0.1063
H -5.53 1.73 -3.34 0.1083
H -3.18 3.43 -3.75 0.0960
H -3.17 2.36 -5.23 0.0959
H -1.88 0.94 -3.93 0.1023
H -3.55 0.24 -3.65 0.1090
H -1.68 1.04 -1.53 0.1046
H -3.36 0.36 -1.33 0.1173
H -2.80 3.55 -1.65 0.1040
H -4.35 2.61 -1.04 0.1180
H -1.51 2.69 0.41 0.1165
H -3.05 1.80 1.01 0.1193
H -4.25 4.08 1.25 0.1213
H -2.90 4.87 0.19 0.1064
H -1.20 4.66 2.13 0.1286
H -2.38 3.69 3.14 0.1214
H -4.12 5.51 2.90 0.1375
H -2.13 5.60 4.91 0.1349
H -3.36 6.87 4.90 0.1310
H -2.49 6.88 0.81 0.1405
H -3.94 8.60 0.75 0.1253
H -3.36 9.20 2.37 0.1228
H -5.46 7.96 3.51 0.1149
H -7.05 7.35 2.11 0.0451
C 2.81 1.49 -3.21 -0.0561
C 4.19 1.25 -3.23 -0.0566
C 4.66 -0.06 -3.28 0.0025
C 3.76 -1.12 -3.31 -0.0843
C 2.39 -0.88 -3.27 -0.0826
C 1.92 0.43 -3.23 0.0030
C 1.43 -2.00 -3.25 -0.2798
O 0.23 -1.79 -3.22 0.0976
C 1.94 -3.39 -3.26 -0.0853
C 1.05 -4.46 -3.19 0.0023
C 1.53 -5.77 -3.21 -0.0547
C 2.89 -6.01 -3.32 -0.0527
C 3.79 -4.95 -3.39 0.0041
C 3.31 -3.63 -3.35 -0.0850
C 4.28 -2.51 -3.39 -0.2800
O 5.47 -2.72 -3.48 0.1020
H 2.44 2.51 -3.17 0.1079
H 4.89 2.08 -3.20 0.1078
H 5.73 -0.24 -3.30 0.1211
H 0.85 0.63 -3.21 0.1093
H -0.02 -4.28 -3.11 0.1205
H 0.83 -6.60 -3.15 0.1085
H 3.26 -7.03 -3.34 0.1056
H 4.85 -5.14 -3.47 0.1212
C 6.95 -14.15 -3.32 -0.0567
C 6.01 -13.45 -2.57 -0.0570
C 5.39 -12.33 -3.11 0.0020
C 5.71 -11.90 -4.40 -0.0848
C 6.68 -12.59 -5.14 -0.0837
C 7.29 -13.72 -4.60 0.0032
C 7.07 -12.12 -6.48 -0.2795
O 7.91 -12.72 -7.13 0.1040
C 6.43 -10.89 -7.03 -0.0841
C 6.84 -10.40 -8.27 0.0036
C 6.24 -9.26 -8.80 -0.0556
C 5.23 -8.62 -8.09 -0.0558
C 4.83 -9.10 -6.85 0.0021
C 5.44 -10.23 -6.31 -0.0846
C 5.03 -10.72 -4.97 -0.2795
O 4.15 -10.15 -4.35 0.0932
H 7.43 -15.03 -2.90 0.1078
H 5.76 -13.77 -1.57 0.1076
H 4.65 -11.79 -2.53 0.1205
H 8.02 -14.27 -5.17 0.1214
H 7.62 -10.91 -8.83 0.1214
H 6.55 -8.88 -9.76 0.1081
H 4.76 -7.73 -8.50 0.1083
H 4.05 -8.59 -6.30 0.1176
C -0.85 2.53 12.69 -0.0573
C -1.77 3.24 13.46 -0.0571
C -2.38 4.37 12.94 0.0023
C -2.07 4.81 11.65 -0.0849
C -1.13 4.12 10.89 -0.0844
C -0.53 2.97 11.41 0.0025
C -0.75 4.60 9.54 -0.2800
O 0.07 3.99 8.88 0.1034
C -1.38 5.84 9.02 -0.0824
C -0.99 6.34 7.78 0.0056
C -1.58 7.49 7.28 -0.0655
C -2.57 8.14 8.01 -0.0516
C -2.96 7.65 9.26 0.0035
C -2.35 6.50 9.77 -0.0848
C -2.75 6.01 11.11 -0.2802
O -3.61 6.58 11.75 0.1020
H -0.37 1.64 13.09 0.1076
H -2.01 2.90 14.46 0.1076
H -3.10 4.91 13.54 0.1211
H 0.19 2.42 10.81 0.1211
H -0.22 5.83 7.20 0.1244
H -1.28 7.88 6.31 0.0953
H -3.04 9.04 7.62 0.1094
H -3.72 8.17 9.82 0.1210
```

Gap between HOMO and LUMO in eV: 8.687
HOMO in eV: -9.774
Energy above the lowest of the compared OMol25 structures with the same formula, charge and spin in kcal/mol: 88.9



Record 2
Computed, not measured: a structure of composition C58H55FNOP2Ti in a non-equilibrium geometry, with ωB97M-V/def2-TZVPD.

Structure (XYZ):
```
119
Properties=species:S:1:pos:R:3:lowdin_charge:R:1
Ti -0.47 0.23 -0.30 0.6994
C 4.76 -2.51 3.34 -0.0101
C 4.35 -1.09 2.89 -0.4317
C 5.38 -0.07 3.39 -0.0030
C 2.99 -0.76 3.47 -0.0860
C 2.80 -0.83 4.85 -0.0023
C 1.58 -0.55 5.44 -0.0400
C 0.50 -0.24 4.64 -0.0846
C 0.63 -0.20 3.25 -0.2666
P -0.85 0.13 2.27 1.0986
C -2.07 -1.13 2.74 -0.3729
C -1.82 -2.16 3.64 -0.0864
C -2.79 -3.11 3.91 -0.0642
C -4.02 -3.04 3.28 -0.0587
C -4.28 -2.02 2.37 -0.0571
C -3.31 -1.07 2.10 -0.1287
C -1.44 1.70 2.99 -0.3629
C -0.59 2.80 2.90 -0.1102
C -0.97 4.02 3.42 -0.0599
C -2.21 4.16 4.03 -0.0643
C -3.06 3.07 4.12 -0.0617
C -2.68 1.84 3.60 -0.0677
C 1.90 -0.39 2.69 -0.1648
O 2.03 -0.17 1.33 -0.0480
C 3.20 -0.55 0.68 -0.2103
C 3.22 -0.39 -0.70 -0.2884
C 4.34 -0.80 -1.41 -0.0465
C 5.44 -1.33 -0.75 -0.0378
C 5.41 -1.42 0.63 -0.0014
C 4.30 -1.03 1.38 -0.0891
P 1.87 0.44 -1.57 1.0935
C 1.87 -0.10 -3.29 -0.3625
C 0.90 -1.00 -3.70 -0.0684
C 0.86 -1.44 -5.02 -0.0484
C 1.80 -0.97 -5.93 -0.0568
C 2.77 -0.06 -5.52 -0.0604
C 2.81 0.38 -4.21 -0.1034
C 2.36 2.19 -1.56 -0.3610
C 1.92 3.06 -2.55 -0.1093
C 2.17 4.41 -2.45 -0.0545
C 2.87 4.92 -1.36 -0.0625
C 3.32 4.05 -0.37 -0.0628
C 3.07 2.69 -0.47 -0.0750
H 4.80 -2.58 4.42 0.0842
H 5.75 -2.76 2.97 0.0837
H 4.06 -3.25 2.97 0.1012
H 5.47 -0.10 4.47 0.0887
H 5.10 0.94 3.09 0.0985
H 6.37 -0.28 2.97 0.0896
H 3.64 -1.10 5.48 0.1192
H 1.48 -0.59 6.52 0.1164
H -0.46 -0.04 5.09 0.1221
H -0.85 -2.24 4.12 0.0999
H -2.58 -3.91 4.60 0.1122
H -4.78 -3.78 3.49 0.1116
H -5.23 -1.97 1.86 0.1125
H -3.51 -0.30 1.36 0.0978
H 0.38 2.70 2.43 0.1126
H -0.30 4.87 3.34 0.1113
H -2.51 5.12 4.43 0.1105
H -4.02 3.17 4.60 0.1109
H -3.35 1.00 3.69 0.1016
H 4.36 -0.70 -2.49 0.1017
H 6.31 -1.65 -1.30 0.1153
H 6.28 -1.80 1.14 0.1185
H 0.15 -1.37 -3.01 0.0743
H 0.09 -2.13 -5.32 0.1096
H 1.77 -1.30 -6.95 0.1118
H 3.50 0.31 -6.23 0.1118
H 3.56 1.10 -3.90 0.1142
H 1.37 2.68 -3.40 0.1014
H 1.82 5.08 -3.22 0.1148
H 3.07 5.98 -1.28 0.1107
H 3.88 4.44 0.47 0.1093
H 3.44 2.03 0.31 0.1012
C -1.20 -3.92 0.74 -0.0384
C -0.27 -3.62 -0.44 -0.3506
C 0.85 -2.69 -0.03 -0.0579
C -1.11 -3.22 -1.65 -0.1650
C -1.23 -4.19 -2.63 -0.0405
C -2.13 -4.05 -3.68 -0.0712
C -2.97 -2.96 -3.68 -0.0330
C -2.89 -1.95 -2.72 -0.1429
C -3.99 -0.91 -2.75 -0.3727
C -4.82 -1.00 -1.48 -0.0485
C -3.54 0.51 -3.02 -0.0574
C -1.88 -2.04 -1.75 -0.2279
N -1.54 -0.94 -0.89 -0.0626
H -0.63 -4.25 1.61 0.0865
H -1.93 -4.69 0.48 0.0951
H -1.76 -3.02 1.01 0.0551
H 0.21 -4.56 -0.73 0.1297
H 0.44 -1.78 0.41 0.0141
H 1.52 -2.44 -0.86 0.0797
H 1.46 -3.14 0.76 0.1009
H -0.62 -5.09 -2.56 0.1135
H -2.20 -4.81 -4.45 0.1065
H -3.73 -2.87 -4.45 0.1140
H -4.63 -1.21 -3.59 0.1262
H -4.20 -0.76 -0.61 0.0439
H -5.22 -2.01 -1.33 0.0873
H -5.65 -0.30 -1.51 0.0852
H -2.90 0.87 -2.22 0.0385
H -4.40 1.17 -3.10 0.0903
H -2.97 0.58 -3.95 0.0909
F -4.64 5.18 -3.66 0.0586
C -3.77 4.48 -2.91 -0.2875
C -4.08 4.24 -1.58 -0.0011
C -3.18 3.51 -0.82 -0.0377
C -2.00 3.01 -1.36 -0.3185
C -1.05 2.23 -0.52 -0.2042
C -1.73 3.28 -2.70 -0.0574
C -2.61 4.01 -3.49 -0.0018
H -4.99 4.63 -1.16 0.1203
H -3.40 3.33 0.23 0.1124
H -1.24 2.47 0.54 0.0239
H -0.02 2.61 -0.69 0.0452
H -0.83 2.90 -3.16 0.0978
H -2.41 4.22 -4.53 0.1214
```

Gap between HOMO and LUMO in eV: 7.561
HOMO in eV: -9.973
Net charge: +1
Energy above the lowest of the compared OMol25 structures with the same formula, charge and spin in kcal/mol: 1.3



Record 3
Computed, not measured: a structure of composition C58H61BMoN7O2Te in a non-equilibrium geometry, with ωB97M-V/def2-TZVPD.

Structure (XYZ):
```
131
Properties=species:S:1:pos:R:3:mulliken_spin:R:1
Mo -0.22 -1.23 0.85 0.9403
C -2.75 -2.76 -3.49 0.0000
C -2.76 -2.54 -2.02 0.0103
C -3.83 -2.49 -1.17 0.0013
C -3.30 -2.27 0.11 0.0101
N -1.96 -2.14 0.01 -0.0643
N -1.63 -2.35 -1.30 -0.0105
B -0.26 -2.96 -1.67 -0.0165
N 0.11 -3.87 -0.49 0.0174
N 0.20 -3.33 0.75 -0.0684
C 0.49 -4.33 1.61 0.0045
C 0.60 -5.52 0.88 0.0032
C 0.35 -5.19 -0.44 0.0126
C 0.36 -6.08 -1.62 -0.0003
C 0.65 -4.17 3.04 0.0062
C 1.31 -5.16 3.78 -0.0005
C 1.48 -5.02 5.14 -0.0009
C 1.00 -3.89 5.79 0.0031
C 0.33 -2.91 5.08 0.0124
C 0.14 -3.06 3.72 -0.0286
N 0.84 -1.90 -1.76 0.0186
N 1.33 -1.41 -0.59 0.0099
C 2.57 -0.96 -0.82 0.0255
C 2.86 -1.12 -2.18 -0.0049
C 1.75 -1.72 -2.74 0.0162
C 1.56 -2.11 -4.15 0.0031
C 3.49 -0.49 0.21 0.0082
C 4.49 0.42 -0.13 -0.0013
C 5.39 0.86 0.84 -0.0011
C 5.30 0.37 2.13 0.0006
C 4.36 -0.59 2.45 -0.0005
C 3.46 -1.04 1.49 0.0092
C -4.10 -2.34 1.33 -0.0013
C -5.43 -1.91 1.28 0.0003
C -6.27 -2.15 2.34 -0.0002
C -5.80 -2.77 3.48 0.0002
C -4.46 -3.15 3.56 0.0019
C -3.62 -2.95 2.49 0.0080
H -3.76 -2.65 -3.87 0.0000
H -2.41 -3.77 -3.72 0.0000
H -2.10 -2.05 -3.99 0.0002
H -4.86 -2.65 -1.42 0.0002
H -0.34 -3.58 -2.67 -0.0008
H 0.81 -6.50 1.27 0.0000
H 0.66 -7.08 -1.32 0.0001
H 1.06 -5.72 -2.37 0.0003
H -0.62 -6.13 -2.08 0.0003
H 1.71 -6.03 3.28 0.0002
H 1.99 -5.79 5.70 0.0000
H 1.15 -3.77 6.86 0.0003
H -0.06 -2.04 5.57 0.0011
H -0.43 -2.31 3.16 0.0695
H 3.76 -0.86 -2.69 -0.0013
H 2.11 -1.42 -4.79 0.0000
H 0.52 -2.11 -4.45 0.0000
H 1.96 -3.11 -4.32 0.0007
H 4.55 0.78 -1.14 0.0011
H 6.16 1.56 0.58 0.0001
H 6.00 0.71 2.88 -0.0001
H 4.32 -1.01 3.44 0.0002
H 2.76 -1.83 1.72 -0.0031
H -5.79 -1.40 0.40 0.0000
H -7.31 -1.86 2.28 0.0000
H -6.47 -2.97 4.30 0.0000
H -4.09 -3.62 4.46 0.0000
H -2.59 -3.30 2.53 -0.0017
C 3.84 2.81 -6.41 0.0001
C 3.08 2.54 -5.15 0.0027
C 1.84 1.91 -5.17 -0.0030
C 1.13 1.67 -4.00 -0.0217
C -0.21 1.01 -4.10 0.0111
C 1.66 2.06 -2.77 0.0405
Te 0.60 1.67 -0.92 0.1156
N 0.75 -0.34 2.03 -0.0992
C 0.58 0.36 3.17 0.0117
O -0.30 -0.04 3.94 -0.0180
C 1.26 1.64 3.37 0.0000
C 2.14 2.17 2.43 -0.0039
C 2.62 3.46 2.60 0.0025
C 2.24 4.21 3.70 0.0002
C 1.39 3.68 4.65 0.0007
C 0.90 2.40 4.49 -0.0014
C -1.09 2.97 -1.23 0.0439
C -2.38 2.50 -1.45 -0.0180
C -2.71 1.05 -1.70 0.0250
C -3.45 3.39 -1.42 0.0005
C -3.27 4.74 -1.17 -0.0012
C -4.42 5.70 -1.11 0.0000
C -1.97 5.19 -0.96 0.0012
C -0.88 4.33 -0.98 -0.0119
C 0.48 4.89 -0.74 0.0282
C 2.91 2.71 -2.73 0.0050
C 3.54 3.25 -1.48 0.0138
C 3.58 2.93 -3.92 -0.0016
H 3.31 2.44 -7.28 0.0000
H 4.83 2.35 -6.37 0.0002
H 3.99 3.89 -6.53 0.0002
H 1.42 1.62 -6.12 0.0000
H -0.35 0.58 -5.09 0.0003
H -0.99 1.75 -3.94 0.0023
H -0.31 0.22 -3.35 0.0138
H 2.43 1.57 1.58 0.0012
H 3.29 3.88 1.87 0.0002
H 2.61 5.22 3.82 0.0000
H 1.09 4.26 5.51 0.0001
H 0.22 1.95 5.21 -0.0004
H -1.83 0.42 -1.57 -0.0287
H -3.09 0.92 -2.71 0.0016
H -3.49 0.72 -1.02 0.0008
H -4.45 3.02 -1.60 -0.0001
H -5.37 5.17 -1.12 0.0000
H -4.39 6.37 -1.97 0.0000
H -4.36 6.31 -0.21 -0.0001
H -1.80 6.24 -0.77 0.0004
H 0.43 5.95 -0.52 0.0010
H 1.09 4.75 -1.64 -0.0028
H 0.98 4.38 0.09 -0.0073
H 3.10 2.82 -0.57 -0.0038
H 3.42 4.33 -1.44 0.0019
H 4.61 3.06 -1.48 -0.0004
H 4.54 3.44 -3.88 0.0006
C -1.66 2.73 1.93 0.0043
O -1.13 1.59 1.25 -0.0165
C -1.57 0.37 1.37 -0.1002
C -2.72 0.16 2.29 0.0258
H -2.67 2.96 1.57 0.0000
H -0.99 3.55 1.68 0.0002
H -1.66 2.60 3.01 0.0008
H -2.81 0.96 3.02 0.0036
H -2.61 -0.79 2.82 -0.0094
H -3.66 0.10 1.74 -0.0031
```

Gap between HOMO and LUMO (alpha / beta) in eV: 5.243 / 5.278
2S+1: 2
<S²>: 0.776
HOMO (alpha / beta) in eV: -12.321 / -12.242
Net charge: +2



What is the formula in the first record?
C58H53NO8